{
  "formula": "C5H7N",
  "method": "the ωB97M-V functional and the def2-TZVPD basis",
  "elements": ["C", "C", "C", "C", "N", "C", "H", "H", "H", "H", "H", "H", "H"],
  "xyz": [[1.1850, -0.3654, 0.5962], [0.6969, 0.7944, -0.2295], [0.4724, -0.6154, -0.7022], [-1.0617, -0.4527, -0.5393], [-1.4706, -0.0918, 0.7977], [-0.8898, 0.9375, -0.0409], [2.2268, -0.6448, 0.7113], [0.6633, -0.5547, 1.5279], [1.3445, 1.5624, -0.6588], [0.9086, -1.1382, -1.5483], [-1.7794, -0.9231, -1.2049], [-0.8461, -0.4193, 1.5282], [-1.4840, 1.8438, -0.1639]],
  "forces_ev_per_a": [[0.0236, -0.0946, 0.2111], [-0.1595, 0.1346, 0.1582], [0.0285, -0.2713, 0.0079], [-0.1829, -0.1720, -0.1607], [-0.0012, 0.0424, 0.1343], [0.2282, 0.3012, -0.0992], [0.0206, 0.3985, -0.4863], [0.3725, -0.1476, -0.0343], [-0.3292, -0.3285, 0.1988], [0.0585, 0.1778, 0.2500], [0.0412, 0.2404, 0.1057], [-0.4700, -0.0307, -0.0771], [0.3697, -0.2499, -0.2084]],
  "orbital_gap_ev": 10.141,
  "lumo_energy_ha": 0.045,
  "mol_weight_g_mol": 81.1,
  "e_tot_ha": -249.33822,
  "smiles": "C1[C@@H]2[C@H]1[C@@H]1N[C@H]21",
  "charge": 0,
  "homo_ev": -8.92
}


{
  "formula": "C4H4N2O2S",
  "method": "the ωB97M-V functional and the def2-TZVPD basis",
  "elements": ["C", "C", "C", "C", "N", "N", "O", "O", "S", "H", "H", "H", "H"],
  "xyz": [[0.1488, -0.6552, 0.1946], [-0.3643, 0.4503, -0.4625], [1.1209, -0.6695, 1.2541], [-0.2342, 1.7834, -0.1815], [1.9620, 0.2405, 1.5643], [0.4382, 2.3068, 0.9040], [1.1930, 3.2786, 0.7642], [0.1531, 1.9169, 2.0452], [2.8035, 0.5833, 2.8017], [-0.3665, -1.6905, -0.0494], [-1.0515, 0.1825, -1.3006], [1.4628, -1.6085, 1.8181], [-0.2185, 2.3957, -1.0442]],
  "forces_ev_per_a": [[-0.2111, -2.8535, 1.4924], [-1.1869, -0.1735, -0.1720], [-0.3253, -3.2086, -0.7495], [0.6584, -1.5520, -1.8097], [0.3482, 1.6671, -0.1841], [0.6822, 2.3431, 3.1600], [-0.4951, -0.9096, -0.8398], [-0.3392, -0.2668, -0.9294], [0.7577, 0.3584, 0.4612], [1.3674, 2.2509, 0.5697], [0.8625, 0.5648, 0.4628], [-1.5511, 0.6118, -1.1239], [-0.5677, 1.1679, -0.3377]],
  "orbital_gap_ev": [6.632, 6.570],
  "lumo_energy_ha": [-0.087, -0.065],
  "mol_weight_g_mol": 144.2,
  "e_tot_ha": -812.75456,
  "smiles": "O=[N+]([O-])/C=C\\C=C/N=S",
  "charge": 0,
  "homo_ev": [-9.00, -8.33]
}


{
  "formula": "C27H45N5O8",
  "method": "the ωB97M-V functional and the def2-TZVPD basis",
  "elements": ["C", "O", "C", "C", "C", "C", "C", "C", "C", "C", "O", "C", "C", "C", "O", "H", "H", "H", "H", "H", "H", "H", "H", "H", "H", "C", "C", "O", "N", "C", "H", "H", "H", "H", "H", "H", "H", "C", "C", "O", "N", "C", "H", "H", "H", "H", "H", "H", "H", "C", "C", "O", "N", "C", "H", "H", "H", "H", "H", "H", "H", "C", "C", "O", "N", "C", "H", "H", "H", "H", "H", "H", "H", "C", "C", "O", "N", "C", "H", "H", "H", "H", "H", "H", "H"],
  "xyz": [[4.6763, -2.8807, 4.1119], [5.1641, -1.4978, 3.9907], [4.4274, -0.7599, 2.9192], [2.8021, -0.6635, 3.2635], [2.2078, 0.4814, 4.2879], [0.5806, 0.4365, 4.5750], [-0.3866, -0.7227, 3.8584], [0.2471, -1.8525, 2.8417], [1.8567, -1.8284, 2.5296], [-0.6434, -3.0520, 2.1355], [-0.0133, -3.8844, 1.3013], [-2.2454, -3.0996, 2.5215], [-2.8540, -2.0773, 3.4150], [-2.0216, -0.8353, 4.1479], [-2.5790, 0.0735, 4.9535], [3.6011, -2.9668, 4.6205], [5.3748, -3.5908, 4.7491], [4.5684, -3.2979, 3.0023], [4.5845, -1.2142, 1.8504], [4.8002, 0.3714, 2.8644], [2.9052, 1.2859, 4.8060], [0.1377, 1.2294, 5.3287], [2.3129, -2.6483, 1.8024], [-2.8682, -3.9889, 2.0464], [-4.0067, -2.1170, 3.6451], [2.3609, -5.4110, -0.6738], [3.8567, -5.5361, -0.5885], [4.4108, -6.1255, 0.3369], [4.6052, -4.9710, -1.5786], [4.1499, -4.2429, -2.7398], [1.9032, -5.9104, 0.1848], [2.0712, -4.3569, -0.6548], [1.9962, -5.8901, -1.5866], [5.6023, -5.0971, -1.4512], [4.5130, -4.7630, -3.6297], [4.5874, -3.2421, -2.7055], [3.0629, -4.1638, -2.7826], [0.9042, 1.9000, -1.8977], [1.4873, 1.9040, -0.5119], [2.5019, 2.5390, -0.2324], [0.8563, 1.1740, 0.4517], [-0.3356, 0.3679, 0.3269], [1.5163, 2.5259, -2.5532], [0.8980, 0.8829, -2.2988], [-0.1099, 2.3084, -1.8787], [1.3080, 1.2265, 1.3570], [-1.0821, 0.7566, 1.0240], [-0.0823, -0.6575, 0.6074], [-0.7422, 0.3786, -0.6851], [-2.3641, 4.3970, -2.7008], [-2.8266, 3.0476, -2.2258], [-2.1284, 2.3331, -1.5097], [-4.0627, 2.6205, -2.6122], [-5.0264, 3.3039, -3.4430], [-1.3620, 4.5974, -2.3115], [-2.3200, 4.4150, -3.7931], [-3.0390, 5.1751, -2.3337], [-4.3024, 1.7040, -2.2530], [-5.9451, 3.4280, -2.8644], [-5.2320, 2.6741, -4.3120], [-4.6716, 4.2799, -3.7766], [-8.1566, 2.7217, 0.4949], [-8.1743, 3.5074, -0.7869], [-7.1982, 4.1455, -1.1750], [-9.3189, 3.4995, -1.5282], [-10.5620, 2.8196, -1.2481], [-7.1783, 2.8248, 0.9727], [-8.9175, 3.1050, 1.1800], [-8.3294, 1.6621, 0.2873], [-9.2533, 4.0507, -2.3758], [-10.7705, 2.1393, -2.0775], [-11.3539, 3.5704, -1.1920], [-10.5279, 2.2560, -0.3149], [4.4974, 1.1679, -1.7582], [5.1088, 0.1031, -0.8906], [4.4826, -0.4376, 0.0184], [6.4001, -0.2608, -1.1356], [7.2972, 0.2491, -2.1461], [3.4662, 1.3490, -1.4420], [5.0582, 2.1011, -1.6576], [4.4861, 0.8406, -2.8015], [6.7404, -0.9821, -0.5109], [7.6070, -0.5873, -2.7774], [8.1745, 0.6631, -1.6429], [6.8345, 1.0198, -2.7639]],
  "forces_ev_per_a": [[-0.9938, -0.9858, -0.7206], [-1.5372, -0.3888, -0.9715], [-1.0692, 0.7819, 0.2676], [-2.4532, -0.4959, 0.1840], [-3.1176, -3.5500, -2.1307], [1.7510, -2.4078, -2.0786], [2.2516, -0.5283, -0.6604], [2.4464, 1.8749, 1.2818], [-2.1592, 2.7906, 2.7077], [2.5393, -1.5382, -1.9872], [-4.2017, 4.6520, 4.8340], [-0.2100, 2.3445, 1.7547], [1.6803, -1.7508, -1.6877], [-0.2228, 3.3784, 2.5058], [2.7516, -5.7088, -4.8791], [2.2151, 0.4881, -1.0884], [-1.0325, 1.9719, -1.4450], [0.2777, 0.5042, 2.3720], [-0.4173, 0.6527, 2.3117], [-0.5043, -2.6472, 0.4195], [-1.6681, -1.9688, -1.2969], [0.7530, -1.9608, -1.8527], [-1.0103, 2.0877, 1.7834], [1.3973, 2.1855, 1.1413], [2.5899, 0.1258, -0.4385], [-0.1762, -0.0650, 0.1277], [0.6389, -0.4006, 0.5823], [-0.3097, 0.3121, -0.4462], [-0.2160, -0.2424, 0.3974], [0.4530, -0.0072, -0.0056], [0.2334, 0.1410, -0.1717], [-0.1231, -0.1208, -0.1267], [-0.0604, 0.1958, 0.0144], [-0.2587, 0.0335, -0.0265], [-0.1965, 0.1979, -0.1678], [-0.2147, 0.0827, -0.2315], [0.2181, -0.0600, 0.1078], [0.1290, 0.1606, -0.2724], [-0.1096, 0.0451, 0.8351], [-0.4784, 0.2200, 0.1121], [0.4364, 0.4734, -0.5983], [0.0943, -0.1002, 0.2112], [0.0427, -0.1246, 0.2469], [-0.1894, 0.0543, -0.0083], [0.1057, -0.3154, -0.0074], [-0.0697, -0.1007, -0.1315], [-0.1974, -0.1875, -0.1684], [-0.2245, 0.0098, -0.1097], [0.1101, 0.1841, 0.2115], [0.2142, 0.1694, 0.0255], [-0.3346, -0.6703, 0.2508], [-0.3071, 0.2530, -0.1619], [0.8957, 0.1706, 0.2534], [-0.4023, -0.3648, 0.0630], [-0.2395, -0.1619, -0.0224], [-0.1175, 0.1502, 0.0892], [0.0382, -0.0242, -0.2033], [0.0432, 0.2600, -0.0582], [0.0426, 0.2456, -0.2442], [-0.0704, 0.2310, -0.1552], [0.0153, -0.2121, 0.1295], [0.1710, -0.0544, 0.2052], [0.3370, 0.5119, -0.5223], [-0.4012, -0.3057, 0.2252], [0.6254, 0.0354, 0.2930], [-0.0983, 0.2014, -0.3809], [-0.2039, 0.0658, -0.2329], [-0.0019, -0.2104, -0.0379], [-0.1315, 0.0861, 0.1466], [-0.0345, -0.1201, 0.2143], [-0.2340, -0.1015, 0.2053], [-0.1657, -0.2579, 0.1101], [0.0892, 0.1495, -0.1804], [-0.2148, -0.2169, -0.1774], [-0.0939, -0.2291, 0.2904], [0.1667, 0.1049, -0.5904], [-0.5889, -0.0050, 0.2366], [0.2268, -0.2803, 0.2276], [0.8136, -0.1217, -0.0951], [-0.1187, -0.0435, -0.1442], [0.2201, 0.1116, -0.0341], [-0.0320, 0.1795, -0.1416], [0.1363, 0.2296, -0.1850], [0.0669, 0.1055, -0.2987], [-0.0053, -0.1738, 0.1994]],
  "orbital_gap_ev": 6.830,
  "lumo_energy_ha": -0.066,
  "mol_weight_g_mol": 567.7,
  "e_tot_ha": -1931.10331,
  "smiles": "COCc1ccc2c(c1)C(=O)C=CC2=O.CNC(C)=O.CNC(C)=O.CNC(C)=O.CNC(C)=O.CNC(C)=O",
  "charge": 0,
  "homo_ev": -8.61
}


{
  "formula": "C4H7O3",
  "method": "the ωB97M-V functional and the def2-TZVPD basis",
  "elements": ["O", "C", "O", "C", "H", "H", "H", "C", "C", "O", "H", "H", "H", "H"],
  "xyz": [[1.1112, 0.6338, 0.8265], [-0.0435, 1.1473, 0.7052], [-1.1001, 0.6046, 0.2555], [-0.1718, 2.6174, 0.9985], [-1.2154, 2.9328, 1.1664], [0.4690, 2.8573, 1.8662], [0.2428, 3.1519, 0.1403], [-0.6407, -1.8660, -1.5487], [0.2233, -1.8419, -0.5384], [1.2315, -2.7990, -0.4715], [-1.5232, -1.1568, -1.5194], [-0.6273, -2.6267, -2.2789], [0.0710, -1.2329, 0.3624], [1.9730, -2.4219, 0.0359]],
  "forces_ev_per_a": [[-0.8471, 0.3772, 0.2577], [-0.3086, -1.0557, -1.0564], [0.8089, 0.2115, 0.6691], [0.2975, 0.8803, 0.8061], [0.4563, -0.1687, -0.0862], [-0.3267, 0.1175, -0.2746], [-0.0815, 0.1047, 0.0033], [-1.3507, 1.5040, 1.1324], [-0.6769, -0.7667, 0.4140], [0.5282, 0.4278, 0.1239], [1.3678, -0.9117, 0.0548], [0.3113, -0.6316, -0.9688], [0.4475, -0.0053, -0.8934], [-0.6262, -0.0834, -0.1817]],
  "orbital_gap_ev": 8.144,
  "lumo_energy_ha": 0.146,
  "mol_weight_g_mol": 103.1,
  "e_tot_ha": -382.36035,
  "charge": -1,
  "homo_ev": -4.18
}


Question: Look up the charge of the third one.
Answer: 0


Question: Which value of charge does entry 4 give?
Answer: -1